Record 1
A molecular structure, C22H13Cl3GeN6NiO4S2, computed with ωB97M-V/def2-TZVPD.

```
52
Properties=species:S:1:pos:R:3:forces:R:3:mulliken_spin:R:1
Ni 0.59547 0.33867 -0.06442 -0.32 -0.28 0.83 1.6267
S 0.16900 -7.10557 -0.48014 -0.01 -0.19 0.00 0.0003
N 0.33621 -6.01299 -1.65097 0.00 0.01 0.13 0.0002
C 0.36247 -4.83205 -1.05562 0.02 0.22 -0.12 0.0001
C 0.48349 -3.54957 -1.73313 -0.02 -0.23 -0.01 0.0004
C 0.65222 -3.41273 -3.11169 -0.02 -0.06 -0.03 -0.0021
C 0.74756 -2.15037 -3.65178 -0.01 0.01 -0.02 0.0005
C 0.65076 -1.04794 -2.80824 -0.09 0.00 0.06 -0.0051
N 0.49059 -1.16941 -1.49402 0.05 0.16 -0.11 0.0798
C 0.43367 -2.40122 -0.95097 0.02 0.13 0.13 0.0042
C 0.35488 -2.48004 0.51233 0.01 0.17 -0.17 0.0145
N 0.40685 -1.31218 1.17730 0.07 0.04 -0.04 0.0602
C 0.36505 -1.32046 2.50123 -0.05 0.02 -0.05 0.0044
C 0.26871 -2.50132 3.23545 0.01 0.01 0.01 0.0010
C 0.22235 -3.70123 2.56645 -0.04 -0.05 0.00 -0.0025
C 0.26166 -3.69920 1.16950 0.02 -0.26 -0.02 0.0020
C 0.24103 -4.90450 0.35345 -0.01 0.20 0.14 -0.0002
N 0.12234 -6.14086 0.80901 0.03 0.03 -0.12 0.0003
H 0.71080 -4.30102 -3.72790 0.00 0.02 0.00 0.0000
H 0.89316 -1.99978 -4.71162 -0.02 0.00 0.00 -0.0002
H 0.69304 -0.03980 -3.20056 0.01 0.04 0.01 -0.0003
H 0.42331 -0.35645 2.98805 0.02 0.02 -0.02 -0.0022
H 0.25590 -2.45714 4.31505 -0.02 0.00 -0.01 -0.0003
H 0.15994 -4.64553 3.09213 0.00 0.02 0.00 -0.0001
Cl 3.60450 -0.90616 2.79520 0.01 0.02 0.03 0.1320
Ge 3.55621 1.03139 1.80019 -0.09 0.01 -0.14 0.4791
Cl 5.59810 1.59804 1.36612 -0.01 0.00 0.04 0.1593
Cl 2.92854 0.35180 -0.36141 0.39 0.08 -0.06 0.1089
O 2.19119 3.28860 2.30735 0.00 0.04 0.06 0.0485
C 1.28922 2.80061 1.64539 0.15 -0.30 -0.21 0.0253
O 1.08800 1.51210 1.56485 0.01 0.16 -0.11 0.1620
C 0.37785 3.62793 0.78977 -0.14 -0.05 -0.12 0.0427
C -0.37900 4.67662 1.29298 -0.01 0.09 0.03 0.0070
C -1.30610 5.31796 0.48006 0.00 0.04 0.01 0.0019
C -1.50492 4.90775 -0.83078 -0.03 0.06 0.05 -0.0014
C -0.72348 3.87501 -1.31046 -0.03 -0.04 -0.16 0.0084
C 0.23216 3.25414 -0.53865 0.11 -0.01 0.12 0.0138
N -0.97853 3.34212 -2.66383 -0.21 0.08 0.25 0.0004
O -0.56553 2.21594 -2.89861 0.17 -0.10 -0.09 0.0014
O -1.63345 4.01222 -3.42219 0.08 -0.01 -0.07 0.0004
H -0.25048 4.98738 2.32237 0.02 -0.02 -0.02 -0.0003
H -1.88841 6.13959 0.87437 -0.02 -0.03 0.01 -0.0001
H -2.25117 5.36614 -1.46433 0.04 0.00 -0.01 0.0002
H 0.89285 2.52047 -0.98945 -0.09 -0.06 -0.02 -0.0229
S -3.90594 0.58014 -0.37016 -0.10 -0.01 -0.05 0.0036
C -3.38272 1.27698 1.09788 -0.04 0.02 0.03 0.0023
C -2.03122 1.26574 1.16113 0.06 -0.02 -0.08 -0.0008
N -1.41864 0.71012 0.06000 -0.03 -0.07 -0.08 0.0425
C -2.29988 0.30412 -0.81986 0.05 0.09 0.00 -0.0006
H -4.08234 1.65115 1.82747 0.03 0.00 -0.02 0.0003
H -1.42549 1.64595 1.96777 0.02 -0.03 0.00 0.0015
H -2.03175 -0.15114 -1.76207 -0.01 0.02 0.04 0.0025
```
Forces are in eV/Å.

As for the total charge: +1. The HOMO-LUMO gap (spin up / spin down) comes out at 0.26655 / 0.28203 hartree. The energy relative to the best compared isomer or geometry (same formula, charge and spin) is 0.0000 eV. As for the multiplicity: 4. The expectation value of S² is 3.76.

---

Record 2
A molecular structure, C22H14F6N4O8SSbV, computed with ωB97M-V/def2-TZVPD.

```
57
Properties=species:S:1:pos:R:3:forces:R:3:mulliken_spin:R:1
V -0.10960 0.70686 0.20393 2.46 2.98 1.05 1.0036
O -1.67706 -2.26658 1.46053 -0.13 0.06 0.04 -0.0047
S -1.18831 -1.96477 0.16418 -0.34 -2.35 -0.32 -0.0041
O 0.22652 -1.75977 -0.04776 -0.35 0.71 0.14 0.0128
N -1.66229 -0.26358 -0.05110 -3.66 -0.68 0.41 -0.0260
C -2.69805 0.35364 0.46095 1.11 -0.64 -1.00 -0.0012
C -3.96947 -0.19395 0.85894 -0.80 -0.11 0.58 -0.0107
C -4.91655 0.64427 1.37201 0.08 -0.78 -0.19 0.0137
C -4.67909 2.03731 1.52144 0.46 0.47 -0.12 0.0146
C -3.46645 2.64161 1.10377 0.02 -0.12 -0.03 0.0052
C -3.18050 4.02608 1.13763 -0.11 0.07 0.06 0.0001
C -1.99983 4.48528 0.58121 0.00 -0.08 -0.02 0.0052
C -1.07889 3.57215 0.07745 -0.04 0.43 0.29 0.0113
N -1.30968 2.24777 0.11984 -1.21 0.44 0.08 -0.0257
C -2.48502 1.79752 0.57838 0.06 0.90 -0.29 0.0287
C -1.92214 -2.95748 -1.08069 0.26 0.86 0.44 0.0098
C -2.55125 -4.12750 -0.66719 -0.07 -0.25 0.12 -0.0001
C -3.05100 -4.96657 -1.65034 0.00 0.13 0.00 0.0020
C -2.97661 -4.59020 -2.98928 -0.08 -0.01 -0.03 0.0086
C -2.31813 -3.42640 -3.37950 -0.05 0.22 0.17 -0.0016
C -1.78434 -2.58713 -2.41771 0.20 -0.04 -0.26 0.0056
H -4.14804 -1.26042 0.78348 0.01 0.02 -0.07 -0.0001
H -5.87588 0.23893 1.66979 0.00 0.05 0.05 0.0004
H -5.45433 2.66649 1.95163 -0.05 -0.04 0.00 -0.0014
H -3.88472 4.71826 1.58673 -0.01 0.01 -0.04 0.0004
H -1.76510 5.54118 0.56814 0.00 0.00 -0.05 0.0001
H -0.13381 3.89828 -0.33918 0.05 -0.10 0.06 -0.0003
H -2.62209 -4.39071 0.38015 0.03 0.00 -0.01 -0.0002
H -3.49556 -5.91151 -1.37084 -0.11 0.05 0.00 0.0001
H -3.46451 -5.19507 -3.74277 0.18 -0.14 0.00 0.0001
H -2.22344 -3.16622 -4.42428 -0.07 -0.02 -0.02 0.0000
H -1.26310 -1.68251 -2.71067 0.05 -0.04 0.01 -0.0007
F -0.18354 0.45722 1.84104 0.13 -0.97 2.93 -0.0012
Sb 1.78925 2.50873 2.94232 0.14 0.28 -1.10 -0.0003
F 3.36423 3.17299 2.12984 -0.84 -0.18 0.57 0.0002
F 1.18621 1.24815 4.17123 0.26 0.34 -0.58 0.0000
F 1.81950 3.93162 4.11826 0.29 -0.28 -0.01 0.0000
F -0.03171 3.02176 2.57847 0.64 -0.09 0.02 0.0004
F 1.46617 2.15457 0.85800 -0.60 -0.69 0.77 0.0007
O 1.24676 -0.73178 -2.93296 -0.40 0.55 0.35 -0.0097
C 1.57400 -0.22317 -1.91879 2.14 -1.51 -0.98 0.0078
O 0.68527 0.55117 -1.17822 0.99 0.05 -3.27 -0.0537
C 2.90651 -0.32169 -1.24649 -0.21 0.11 0.07 -0.0068
C 4.07375 -0.57994 -1.96496 -0.10 0.05 -0.07 -0.0001
C 5.27174 -0.60571 -1.27433 0.29 -0.24 -0.24 -0.0001
C 5.37891 -0.31418 0.07169 0.03 0.12 0.27 0.0004
C 4.19546 -0.05969 0.75301 -0.02 -0.20 -0.36 0.0145
C 2.97659 -0.13881 0.11985 -0.15 0.11 -0.01 0.0069
N 4.20198 0.35177 2.14731 0.17 0.32 0.02 0.0004
O 5.20857 0.38921 2.76111 -0.14 0.03 0.00 -0.0001
O 3.07190 0.65975 2.65339 -0.31 -0.08 0.21 0.0002
N 6.52849 -0.98989 -2.02980 -0.60 0.41 0.46 0.0000
O 7.51029 -1.13312 -1.34537 0.00 -0.05 -0.34 -0.0001
O 6.39837 -1.10564 -3.22251 0.25 -0.10 0.13 0.0000
H 4.05735 -0.74918 -3.03452 0.06 -0.03 0.00 -0.0001
H 6.34010 -0.27686 0.56937 0.06 -0.06 -0.09 -0.0001
H 2.09216 -0.08255 0.72417 0.05 0.08 0.18 -0.0046
```
Forces are in eV/Å.

As for the total charge: +3. The HOMO-LUMO gap (spin up / spin down) comes out at 0.13861 / 0.13497 hartree. The energy relative to the best compared isomer or geometry (same formula, charge and spin) is 2.4646 eV. As for the multiplicity: 2. The expectation value of S² is 0.76.

---

Record 3
A molecular structure, C22H14LiN6Se, computed with ωB97M-V/def2-TZVPD.

```
44
Properties=species:S:1:pos:R:3:forces:R:3:nbo_charge:R:1
Li -1.43993 0.33148 0.05700 -0.18 0.12 -0.05 0.8626
C -3.61436 -2.92728 1.64512 0.08 0.13 0.01 -0.2385
C -2.93024 -3.12095 2.83493 -0.01 0.17 -0.19 -0.1418
C -1.95212 -2.21112 3.20224 -0.01 0.17 -0.14 -0.2158
C -1.68829 -1.11867 2.37197 -0.39 -0.64 0.33 0.1716
N -2.39881 -0.91124 1.25909 0.26 0.12 -0.01 -0.5021
C -3.31838 -1.79126 0.90327 -0.38 -0.38 0.03 0.0546
C -0.58534 -0.17072 2.62508 0.58 0.18 0.57 0.1582
C 0.24008 -0.24865 3.74930 -0.15 0.03 -0.22 -0.2115
C 1.30160 0.63280 3.87271 -0.12 0.02 -0.19 -0.1413
C 1.51712 1.56544 2.87154 -0.09 -0.08 -0.01 -0.2381
C 0.64432 1.57540 1.79320 0.38 0.27 0.17 0.0675
N -0.37461 0.74394 1.67698 -0.19 -0.20 -0.08 -0.4995
H -4.35189 -3.63422 1.29865 -0.10 0.02 -0.01 0.2392
H -3.15060 -3.96963 3.46390 0.02 -0.09 0.04 0.2355
H -1.40496 -2.36828 4.11754 0.07 0.03 0.03 0.2266
H -3.83862 -1.57547 -0.02046 -0.09 -0.07 -0.05 0.2072
H 0.07375 -0.99081 4.51153 -0.04 -0.05 0.08 0.2248
H 1.95538 0.58158 4.72931 0.05 0.00 0.09 0.2347
H 2.34370 2.25609 2.91880 0.04 0.09 -0.02 0.2366
H 0.77327 2.27630 0.97935 0.05 0.11 -0.04 0.1993
Se 4.17157 1.11099 -4.81562 -0.13 0.03 0.02 1.0391
N 2.97849 2.21178 -4.15371 -0.72 0.87 0.39 -0.6380
C 2.13585 1.53816 -3.39433 1.10 -0.15 -0.70 0.1726
C 1.04988 2.11830 -2.65441 -0.67 0.21 0.48 -0.1017
C 0.81400 3.49651 -2.61257 -0.19 -0.21 0.12 -0.1040
C -0.24830 3.96416 -1.86926 0.02 -0.11 -0.03 -0.2406
C -1.06807 3.04083 -1.22029 -0.02 0.33 -0.12 0.0644
N -0.84706 1.74216 -1.23476 -0.07 -0.29 0.16 -0.4965
C 0.20775 1.26831 -1.90636 0.48 0.93 -0.60 0.1574
C 0.49805 -0.15106 -1.80784 0.76 -0.76 -0.44 0.2438
N -0.27841 -0.88441 -1.00775 -0.23 0.25 0.09 -0.5122
C -0.00594 -2.15950 -0.83178 0.08 -0.28 -0.06 0.0651
C 1.06755 -2.79997 -1.44618 0.02 0.09 -0.04 -0.2380
C 1.87916 -2.06996 -2.28669 -0.21 0.14 0.10 -0.1022
C 1.59725 -0.71530 -2.48800 -0.60 -0.36 0.58 -0.0981
C 2.40474 0.13524 -3.31344 0.96 0.42 -0.75 0.0927
N 3.45242 -0.26538 -4.00708 -0.38 -1.02 0.49 -0.6197
H 1.46526 4.16465 -3.15559 0.06 0.03 -0.04 0.2491
H -0.44769 5.01975 -1.78581 -0.09 0.10 -0.03 0.2400
H -1.94287 3.35605 -0.66897 -0.02 0.16 0.07 0.2088
H -0.67515 -2.69050 -0.16797 0.01 -0.15 0.06 0.2026
H 1.25926 -3.84208 -1.25431 0.00 -0.14 0.01 0.2373
H 2.73121 -2.51350 -2.77832 0.06 -0.02 -0.08 0.2484
```
Forces are in eV/Å.

As for the total charge: +1. The HOMO-LUMO gap comes out at 0.30579 hartree.